Record 1
This record from the Open Molecules 2025 dataset describes C40H48AsINaO9PS2Si as an isolated structure in a non-equilibrium geometry. The level of theory is ωB97M-V with the def2-TZVPD basis set.

Positions of all 104 atoms, in Å:
1 Na 0.1512 0.6367 -1.3116
2 C 1.6821 4.6001 0.8808
3 C 0.7262 3.6947 0.0935
4 C -0.6748 3.8429 0.6828
5 C 0.7180 4.0786 -1.3876
6 O 1.0992 2.3138 0.2309
7 Si 2.6276 1.6651 0.2041
8 S 2.4844 -0.3493 -0.1234
9 O 3.4548 2.6046 -0.8618
10 C 4.7637 2.5450 -1.3942
11 C 5.5308 3.7451 -0.8226
12 C 5.5024 1.2554 -1.0365
13 C 4.6339 2.6587 -2.9146
14 O 3.4004 2.0485 1.6394
15 C 3.3586 1.3829 2.8967
16 C 3.8587 2.4075 3.9204
17 C 4.2965 0.1699 2.8843
18 C 1.9398 0.9329 3.2592
19 H 1.3659 5.6414 0.7935
20 H 2.6985 4.4914 0.5064
21 H 1.6671 4.3108 1.9336
22 H -0.9826 4.8913 0.6763
23 H -0.6873 3.4765 1.7119
24 H -1.3892 3.2683 0.1017
25 H 0.5016 5.1427 -1.5103
26 H -0.0365 3.4917 -1.9129
27 H 1.6856 3.8439 -1.8246
28 H 5.5348 3.6720 0.2667
29 H 5.0316 4.6730 -1.1090
30 H 6.5602 3.7665 -1.1889
31 H 5.6052 1.1688 0.0466
32 H 6.4927 1.2559 -1.4976
33 H 4.9333 0.3965 -1.3878
34 H 4.2344 3.6374 -3.1873
35 H 3.9379 1.8972 -3.2693
36 H 5.6059 2.5212 -3.3939
37 H 4.8355 2.7802 3.6062
38 H 3.9466 1.9502 4.9085
39 H 3.1671 3.2509 3.9718
40 H 5.3215 0.4947 2.6861
41 H 3.9760 -0.5065 2.0932
42 H 4.2619 -0.3559 3.8421
43 H 1.2419 1.7681 3.1698
44 H 1.9148 0.5450 4.2806
45 H 1.6235 0.1470 2.5713
46 O -0.0752 -1.4423 -3.9225
47 As 0.2571 0.2581 -4.2755
48 O 1.1326 0.2489 -5.6554
49 O 0.9113 1.0928 -3.0272
50 C -1.4864 1.0926 -4.6350
51 C -1.5746 1.7441 -5.8649
52 C -2.6365 2.5825 -6.1588
53 C -3.6292 2.8035 -5.2112
54 C -3.5543 2.1701 -3.9838
55 C -2.4922 1.3153 -3.7048
56 S -2.5358 0.6327 -2.0493
57 O -3.8307 -0.0069 -1.9271
58 O -2.3724 1.8047 -1.1830
59 O -1.4150 -0.2965 -1.8725
60 H -0.5630 -1.4278 -3.0798
61 H -0.7638 1.5745 -6.5658
62 H -2.6747 3.0884 -7.1169
63 H -4.4424 3.4883 -5.4207
64 H -4.2913 2.3326 -3.2075
65 I -2.6336 0.3512 1.2946
66 C -3.1555 -0.6840 3.0972
67 C -3.9360 0.1083 3.9057
68 C -4.5329 -0.3538 5.0809
69 C -4.4104 -1.6624 5.4138
70 C -3.6313 -2.5366 4.6267
71 C -3.5809 -3.8867 5.0273
72 C -2.7916 -4.7771 4.3720
73 C -2.0024 -4.3287 3.3145
74 C -2.0116 -3.0271 2.8565
75 P -0.7133 -2.7014 1.5530
76 C 0.6947 -3.5849 2.3473
77 C 1.6740 -4.1734 1.5461
78 C 2.8314 -4.6893 2.1068
79 C 3.0561 -4.5803 3.4707
80 C 2.1157 -3.9473 4.2700
81 C 0.9453 -3.4554 3.7134
82 C -1.4004 -3.9658 0.3851
83 C -2.4411 -3.5658 -0.4527
84 C -2.9809 -4.4387 -1.3843
85 C -2.5333 -5.7485 -1.4594
86 C -1.5450 -6.1779 -0.5871
87 C -0.9776 -5.2939 0.3188
88 C -2.9007 -2.0664 3.4697
89 H -4.1058 1.1333 3.6024
90 H -5.1110 0.3224 5.6988
91 H -4.8985 -2.0650 6.2943
92 H -4.1836 -4.1941 5.8747
93 H -2.7449 -5.8134 4.6845
94 H -1.3374 -5.0394 2.8452
95 H 1.5392 -4.1987 0.4733
96 H 3.5732 -5.1480 1.4651
97 H 3.9693 -4.9675 3.9068
98 H 2.2992 -3.8246 5.3314
99 H 0.2168 -2.9657 4.3488
100 H -2.8330 -2.5623 -0.4107
101 H -3.7456 -4.0737 -2.0587
102 H -2.9611 -6.4334 -2.1817
103 H -1.2035 -7.2065 -0.6190
104 H -0.1968 -5.6515 0.9760

Calculated values
E_HOMO, eV: -2.287
Energy relative to the best compared isomer or geometry (same formula, charge and spin), eV: 2.392
Net charge: -2
HOMO-LUMO gap, eV: 5.99
Electronic energy, a.u.: -6353.5491

Atomic partial charges in e from the Mulliken method, atoms 1 to 99: atom 1 (Na): 0.954, atom 2 (C): -1.632, atom 3 (C): 1.712, atom 4 (C): -1.216, atom 5 (C): -1.237, atom 6 (O): 0.826, atom 7 (Si): -0.427, atom 8 (S): -0.616, atom 9 (O): 0.832, atom 10 (C): 1.654, atom 11 (C): -1.640, atom 12 (C): -1.576, atom 13 (C): -1.697, atom 14 (O): -0.429, atom 15 (C): 1.987, atom 16 (C): -1.970, atom 17 (C): -1.617, atom 18 (C): -1.303, atom 19 (H): 0.563, atom 20 (H): 0.063, atom 21 (H): 0.246, atom 22 (H): 0.388, atom 23 (H): 0.271, atom 24 (H): -0.044, atom 25 (H): 0.514, atom 26 (H): 0.070, atom 27 (H): -0.007, atom 28 (H): 0.187, atom 29 (H): 0.288, atom 30 (H): 0.427, atom 31 (H): 0.205, atom 32 (H): 0.533, atom 33 (H): 0.348, atom 34 (H): 0.311, atom 35 (H): 0.355, atom 36 (H): 0.421, atom 37 (H): 0.366, atom 38 (H): 0.374, atom 39 (H): 0.371, atom 40 (H): 0.308, atom 41 (H): 0.183, atom 42 (H): 0.485, atom 43 (H): 0.126, atom 44 (H): 0.578, atom 45 (H): 0.095, atom 46 (O): -0.767, atom 47 (As): 0.795, atom 48 (O): -0.902, atom 49 (O): -0.412, atom 50 (C): -0.333, atom 51 (C): -0.580, atom 52 (C): -0.494, atom 53 (C): -0.620, atom 54 (C): -0.916, atom 55 (C): 0.289, atom 56 (S): 1.229, atom 57 (O): -0.740, atom 58 (O): -0.743, atom 59 (O): -0.448, atom 60 (H): 0.525, atom 61 (H): 0.522, atom 62 (H): 0.352, atom 63 (H): 0.358, atom 64 (H): 0.416, atom 65 (I): 0.211, atom 66 (C): 0.082, atom 67 (C): -0.603, atom 68 (C): -0.851, atom 69 (C): -0.812, atom 70 (C): 0.911, atom 71 (C): -0.831, atom 72 (C): -1.223, atom 73 (C): -0.095, atom 74 (C): 0.775, atom 75 (P): 1.079, atom 76 (C): 0.152, atom 77 (C): -0.613, atom 78 (C): -0.723, atom 79 (C): -0.538, atom 80 (C): -0.647, atom 81 (C): -0.594, atom 82 (C): 0.948, atom 83 (C): -0.792, atom 84 (C): -0.532, atom 85 (C): -0.518, atom 86 (C): -0.872, atom 87 (C): 0.020, atom 88 (C): -0.026, atom 89 (H): 0.374, atom 90 (H): 0.376, atom 91 (H): 0.300, atom 92 (H): 0.314, atom 93 (H): 0.403, atom 94 (H): 0.188, atom 95 (H): 0.667, atom 96 (H): 0.399, atom 97 (H): 0.369, atom 98 (H): 0.391, atom 99 (H): 0.408

---

Record 2
This record from the Open Molecules 2025 dataset describes a 10-piece molecular cluster, C40H48ClF3N2O29S overall in a non-equilibrium geometry. The level of theory is ωB97M-V with the def2-TZVPD basis set.

Positions of all 124 atoms, in Å:
1 O -2.0722 2.4980 1.8745
2 C -1.5358 3.0268 0.6457
3 C -1.8804 2.1031 -0.6168
4 C -0.5391 1.9984 -1.4394
5 N 0.0503 3.1627 -1.7941
6 C 1.2426 2.9890 -2.4974
7 C 1.9812 4.2371 -2.9132
8 C 1.3987 5.6509 -2.5869
9 C -0.0434 5.9271 -3.1512
10 C -0.1743 5.8263 -4.7010
11 F 0.0755 4.5870 -5.2293
12 F -1.5158 6.1047 -5.0146
13 F 0.5434 6.8264 -5.3548
14 C 3.2668 4.1662 -3.6200
15 C 3.8283 2.8106 -3.9140
16 S 5.4582 2.7273 -4.7634
17 C 3.0936 1.6110 -3.5361
18 Cl 3.8593 0.0375 -3.9898
19 C 1.7727 1.6547 -2.8099
20 N 1.1798 0.4317 -2.5047
21 C 0.0364 0.6694 -1.8230
22 O -0.6845 -0.4503 -1.4195
23 H -1.4500 2.6958 2.5957
24 H -0.4088 3.0426 0.7445
25 H -1.8351 4.0995 0.4837
26 H -2.6216 2.6711 -1.2490
27 H -2.2730 1.0999 -0.3209
28 H 2.1648 6.4229 -2.8652
29 H 1.3084 5.7075 -1.4470
30 H -0.2874 7.0008 -2.8882
31 H -0.8538 5.3164 -2.6706
32 H 3.7841 5.1182 -3.8736
33 H 6.2465 1.9883 -3.8975
34 H -0.2636 -1.2378 -1.8137
35 O 7.7515 -0.2216 -2.8835
36 C 7.4646 -1.3388 -3.1843
37 O 7.6671 -1.8784 -4.4185
38 C 7.4113 -3.2764 -4.3182
39 C 6.5014 -3.3643 -3.1285
40 O 6.8927 -2.2380 -2.3426
41 H 6.9475 -3.6529 -5.2283
42 H 8.3589 -3.7993 -4.1606
43 H 5.4478 -3.2559 -3.3985
44 H 6.6289 -4.2804 -2.5746
45 O 0.0219 5.7015 0.4213
46 C 0.8485 5.9306 1.2494
47 O 0.7404 5.5843 2.5585
48 C 2.0106 5.8217 3.1659
49 C 2.6236 6.8552 2.2659
50 O 2.0224 6.5736 1.0039
51 H 1.8935 6.1752 4.1879
52 H 2.5771 4.8870 3.1767
53 H 2.3643 7.8753 2.5614
54 H 3.7080 6.7689 2.2084
55 O -4.1999 5.8092 -0.3313
56 C -4.7993 4.9825 0.2849
57 O -4.6074 3.6443 0.1603
58 C -5.3368 3.0117 1.2156
59 C -6.3922 4.0278 1.5452
60 O -5.7649 5.2609 1.2034
61 H -5.7561 2.0690 0.8844
62 H -4.6612 2.8251 2.0481
63 H -7.2939 3.9098 0.9371
64 H -6.6716 4.0120 2.5982
65 O -5.4085 0.7736 2.5345
66 C -5.6915 -0.3437 2.2174
67 O -5.4690 -0.8669 0.9832
68 C -5.7263 -2.2695 1.0650
69 C -6.6563 -2.3672 2.2363
70 O -6.2778 -1.2494 3.0408
71 H -6.1753 -2.6386 0.1431
72 H -4.7840 -2.7927 1.2335
73 H -7.7049 -2.2567 1.9478
74 H -6.5386 -3.2925 2.7826
75 O 3.0284 6.0966 6.0322
76 C 2.2926 6.5467 6.8557
77 O 1.0209 6.9559 6.6048
78 C 0.4011 7.2084 7.8626
79 C 1.5734 7.4805 8.7625
80 O 2.6168 6.7173 8.1632
81 H -0.2815 8.0548 7.7968
82 H -0.1618 6.3214 8.1634
83 H 1.8635 8.5342 8.7661
84 H 1.3964 7.1592 9.7883
85 O 6.2610 -5.8261 -3.6999
86 C 5.6675 -6.6476 -3.0654
87 O 5.8555 -7.9848 -3.1817
88 C 5.1458 -8.6069 -2.1132
89 C 4.0966 -7.5866 -1.7739
90 O 4.7216 -6.3585 -2.1379
91 H 4.7186 -9.5571 -2.4310
92 H 5.8382 -8.7879 -1.2875
93 H 3.1857 -7.7084 -2.3655
94 H 3.8346 -7.5916 -0.7166
95 O -9.5919 -3.9674 0.9211
96 C -10.3494 -3.5248 1.7309
97 O -11.6196 -3.1274 1.4567
98 C -12.2676 -2.8816 2.6990
99 C -11.1197 -2.5990 3.6245
100 O -10.0535 -3.3520 3.0515
101 H -12.9565 -2.0416 2.6181
102 H -12.8287 -3.7742 2.9875
103 H -10.8397 -1.5425 3.6352
104 H -11.3181 -2.9226 4.6456
105 O -5.2786 -4.7389 2.5759
106 C -5.0443 -5.6568 1.8509
107 O -5.4799 -6.9260 2.0548
108 C -5.1941 -7.6672 0.8721
109 C -4.0632 -6.8917 0.2577
110 O -4.3060 -5.5643 0.7138
111 H -4.9158 -8.6924 1.1136
112 H -6.0854 -7.6810 0.2398
113 H -3.0852 -7.2171 0.6213
114 H -4.0683 -6.9361 -0.8308
115 O 10.9177 -7.8496 -0.8142
116 C 10.5355 -7.3095 -1.8034
117 O 11.1115 -6.2033 -2.3481
118 C 10.5179 -6.0021 -3.6276
119 C 9.1924 -6.6981 -3.4941
120 O 9.4639 -7.7182 -2.5364
121 H 10.4128 -4.9395 -3.8446
122 H 11.1562 -6.4577 -4.3893
123 H 8.4143 -6.0445 -3.1012
124 H 8.8502 -7.1290 -4.4343

Calculated values
E_HOMO, eV: -7.871
Net charge: 0
HOMO-LUMO gap, eV: 7.86
Electronic energy, a.u.: -5002.5132

Atomic partial charges in e from the Mulliken method, atoms 1 to 99: atom 1 (O): -0.525, atom 2 (C): -0.267, atom 3 (C): -0.083, atom 4 (C): -0.229, atom 5 (N): 0.079, atom 6 (C): 0.268, atom 7 (C): 0.660, atom 8 (C): -0.214, atom 9 (C): -0.692, atom 10 (C): 0.784, atom 11 (F): -0.229, atom 12 (F): -0.299, atom 13 (F): -0.281, atom 14 (C): -0.841, atom 15 (C): -0.298, atom 16 (S): -0.245, atom 17 (C): 0.613, atom 18 (Cl): -0.153, atom 19 (C): -0.200, atom 20 (N): -0.677, atom 21 (C): 0.123, atom 22 (O): -0.434, atom 23 (H): 0.292, atom 24 (H): 0.454, atom 25 (H): 0.111, atom 26 (H): 0.268, atom 27 (H): 0.369, atom 28 (H): 0.644, atom 29 (H): -0.586, atom 30 (H): 0.464, atom 31 (H): 0.165, atom 32 (H): 0.401, atom 33 (H): 0.175, atom 34 (H): 0.363, atom 35 (O): -0.552, atom 36 (C): 0.578, atom 37 (O): -0.375, atom 38 (C): 0.290, atom 39 (C): -0.034, atom 40 (O): -0.385, atom 41 (H): 0.319, atom 42 (H): -0.237, atom 43 (H): 0.175, atom 44 (H): 0.194, atom 45 (O): -0.360, atom 46 (C): 0.555, atom 47 (O): -0.305, atom 48 (C): 0.302, atom 49 (C): -0.427, atom 50 (O): -0.337, atom 51 (H): -0.232, atom 52 (H): 0.233, atom 53 (H): 0.287, atom 54 (H): 0.335, atom 55 (O): -0.551, atom 56 (C): 0.583, atom 57 (O): -0.216, atom 58 (C): 0.069, atom 59 (C): -0.348, atom 60 (O): -0.348, atom 61 (H): 0.049, atom 62 (H): 0.210, atom 63 (H): 0.247, atom 64 (H): 0.305, atom 65 (O): -0.534, atom 66 (C): 0.585, atom 67 (O): -0.298, atom 68 (C): -0.228, atom 69 (C): -0.087, atom 70 (O): -0.373, atom 71 (H): 0.299, atom 72 (H): 0.224, atom 73 (H): -0.040, atom 74 (H): 0.429, atom 75 (O): -0.519, atom 76 (C): 0.680, atom 77 (O): -0.293, atom 78 (C): -0.315, atom 79 (C): -0.348, atom 80 (O): -0.349, atom 81 (H): 0.284, atom 82 (H): 0.262, atom 83 (H): 0.265, atom 84 (H): 0.294, atom 85 (O): -0.501, atom 86 (C): 0.626, atom 87 (O): -0.303, atom 88 (C): -0.355, atom 89 (C): -0.333, atom 90 (O): -0.262, atom 91 (H): 0.294, atom 92 (H): 0.271, atom 93 (H): 0.278, atom 94 (H): 0.292, atom 95 (O): -0.513, atom 96 (C): 0.703, atom 97 (O): -0.323, atom 98 (C): -0.333, atom 99 (C): -0.296